# CHNO5

A cluster of 2 separate species, CHNO5 in total (wB97M-V/def2-TZVPD, the OMol25 dataset).

As for the LUMO energy: -0.07 eV. The calculation puts the HOMO-LUMO gap at 0.4397 Ha.

```
8
Properties=species:S:1:pos:R:3:nbo_charge:R:1
O 1.25 1.71 0.53 -0.34
N 0.33 1.10 0.12 0.75
O -0.46 0.42 0.69 -0.35
O 0.23 1.21 -1.26 -0.55
H 1.09 1.10 -1.65 0.50
O 0.30 -1.90 0.26 -0.55
C -0.82 -1.82 0.52 1.04
O -1.91 -1.82 0.79 -0.49
```

---

# CHNOS2

An isolated molecule of CHNOS2 (wB97M-V/def2-TZVPD, the OMol25 dataset).

As for the LUMO energy (alpha / beta): -2.98 / -2.98 eV. The calculation puts the HOMO-LUMO gap (alpha / beta) at 0.2328 / 0.2328 Ha.

```
6
Properties=species:S:1:pos:R:3:nbo_charge:R:1
C -0.84 0.38 -0.42 0.47
N 0.39 -0.12 -0.23 -0.73
O -1.26 0.94 -1.39 -0.51
S 0.75 -0.76 1.15 0.82
S 2.58 -0.70 0.52 -0.12
H -1.62 0.27 0.37 0.07
```

---

# CHO2Sm

A structure of composition CHO2Sm (wB97M-V/def2-TZVPD, the OMol25 dataset).

As for the LUMO energy (alpha / beta): -5.49 / -5.35 eV. The charge is +1. The calculation puts the HOMO-LUMO gap (alpha / beta) at 0.2582 / 0.2628 Ha. The spin multiplicity is 7.

```
5
Properties=species:S:1:pos:R:3:mulliken_spin:R:1
H 1.02 1.73 -1.03 0.00
O 0.03 -0.94 -0.79 -0.01
O 0.33 1.16 -0.58 0.00
C 0.28 0.06 -1.49 0.00
Sm -0.34 -0.09 1.25 6.02
```

---

# CHO3

The ion CHO3 with charge +1 (wB97M-V/def2-TZVPD, the OMol25 dataset).

As for the LUMO energy (alpha / beta): -11.86 / -10.86 eV. The charge is +1. The calculation puts the HOMO-LUMO gap (alpha / beta) at 0.2691 / 0.3133 Ha.

```
5
Properties=species:S:1:pos:R:3:nbo_charge:R:1
C -0.52 0.81 -0.11 0.58
O 0.17 1.82 -0.07 -0.20
O -2.48 -0.29 -0.20 0.28
O -1.71 0.46 0.35 0.07
H -0.16 -0.25 -0.17 0.27
```

---

# CHO3PS

An isolated molecule of CHO3PS (wB97M-V/def2-TZVPD, the OMol25 dataset).

As for the LUMO energy (alpha / beta): -2.95 / -3.03 eV. The calculation puts the HOMO-LUMO gap (alpha / beta) at 0.2098 / 0.2004 Ha.

```
7
Properties=species:S:1:pos:R:3:nbo_charge:R:1
C -0.29 -0.03 -0.54 0.16
O -1.80 1.25 1.62 -1.05
O -0.43 -0.33 -1.71 -0.45
O -2.90 0.75 -0.65 -0.85
P -1.56 1.39 0.20 1.46
S -3.15 0.31 -2.11 0.55
H 0.63 -0.33 -0.08 0.18
```

---

# CHO3Rh

A structure of composition CHO3Rh (wB97M-V/def2-TZVPD, the OMol25 dataset).

As for the LUMO energy (alpha / beta): -4.75 / -9.66 eV. The charge is +1. The calculation puts the HOMO-LUMO gap (alpha / beta) at 0.3143 / 0.3147 Ha. The spin multiplicity is 6.

```
6
Properties=species:S:1:pos:R:3:mulliken_spin:R:1
Rh 0.53 -1.29 -1.44 4.41
O 0.90 0.48 -0.94 0.59
H 0.32 1.24 -0.95 0.01
O -1.24 0.73 1.48 0.03
C -0.50 -0.05 1.04 -0.03
O -0.02 -1.11 0.81 -0.01
```

---

# CHO3S2

A cluster of 2 separate species, CHO3S2 in total (wB97M-V/def2-TZVPD, the OMol25 dataset).

As for the LUMO energy (alpha / beta): 2.12 / 2.91 eV. The charge is -1. The calculation puts the HOMO-LUMO gap (alpha / beta) at 0.1971 / 0.2875 Ha.

```
7
Properties=species:S:1:pos:R:3:nbo_charge:R:1
C -2.96 0.35 0.54 -0.47
O 1.80 0.54 -1.64 -0.95
O 1.93 -1.46 -0.16 -0.97
O 2.22 0.70 0.89 -0.96
S -1.29 0.41 0.78 0.10
S 1.69 -0.02 -0.27 2.10
H -3.38 -0.53 -0.14 0.16
```

---

# CHO4Rb

A structure of composition CHO4Rb (wB97M-V/def2-TZVPD, the OMol25 dataset).

As for the LUMO energy: -1.17 eV. The calculation puts the HOMO-LUMO gap at 0.2346 Ha.

```
7
Properties=species:S:1:pos:R:3:nbo_charge:R:1
O -0.38 0.89 0.16 -0.84
H -0.21 1.74 -0.27 0.49
O -0.65 -0.68 -1.29 -0.79
O 1.10 -1.18 0.00 -0.37
O 1.59 0.14 -0.38 -0.35
C 0.21 -0.18 -0.53 0.87
Rb -1.66 -0.72 2.32 0.99
```

---

For the records above, the corresponding max |F| values read 4.045; 3.846; 3.405; 10.046; 3.552; 4.384; 3.427; 3.493 eV/A.
For the records above, the corresponding E_tot values read -12777.0654; -26258.0866; -23043.6566; -7178.2071; -27316.0829; -10189.0872; -28863.9755; -9893.7565 eV.